[1]
{"formula": "C31H52N8OS2V", "method": "ωB97M-V/def2-TZVPD", "s2": 0.787, "multiplicity": 2, "charge": 2, "relative_energy_kj_mol": 78.4, "e_lumo_ev": [-6.361, -5.642], "homo_energy_ev": [-12.07, -12.26], "homo_lumo_gap_ev": [5.71, 6.62], "e_tot_ev": -94305.730, "symbols": ["V", "C", "C", "C", "N", "C", "C", "C", "C", "C", "C", "C", "N", "C", "C", "C", "N", "C", "C", "C", "C", "C", "C", "C", "N", "C", "C", "H", "H", "H", "H", "H", "H", "H", "H", "H", "H", "H", "H", "H", "H", "H", "H", "H", "H", "H", "H", "H", "H", "H", "H", "H", "H", "N", "C", "C", "N", "H", "H", "H", "H", "H", "H", "H", "H", "C", "S", "C", "O", "H", "H", "H", "H", "H", "H", "C", "C", "N", "C", "S", "N", "C", "C", "H", "H", "H", "H", "H", "H", "H", "H", "H", "H", "H", "H"], "coordinates": [[0.6454, 0.1118, -0.0605], [-0.5188, -2.8261, -2.7313], [-1.2100, -1.5987, -3.3047], [-1.2648, -0.3999, -2.3578], [0.0332, 0.1533, -1.9608], [0.7243, 0.8694, -2.8610], [0.3210, 1.0550, -4.1886], [0.9742, 1.6730, -5.2433], [2.2218, 2.2720, -5.2919], [3.0820, 2.4757, -4.2274], [2.9016, 2.1904, -2.8837], [1.8437, 1.5462, -2.2368], [1.7410, 1.4770, -0.8992], [2.5900, 2.3266, -0.0623], [3.7903, 1.5710, 0.4838], [3.2634, 0.4296, 1.3359], [2.4209, -0.4815, 0.5705], [2.8661, -1.6831, 0.2071], [4.2244, -2.0434, 0.2330], [4.8252, -3.2562, -0.0358], [4.2512, -4.4917, -0.3197], [2.9054, -4.7746, -0.4109], [1.8065, -3.9211, -0.3376], [1.7525, -2.5394, -0.1779], [0.6044, -1.8410, -0.2015], [-0.6720, -2.5503, -0.1490], [-1.1356, -3.2951, -1.4193], [0.5483, -2.6250, -2.6005], [-0.5887, -3.6328, -3.4624], [-2.2451, -1.8494, -3.5535], [-0.7232, -1.3250, -4.2404], [-1.8083, -0.6881, -1.4550], [-1.8639, 0.4011, -2.8074], [-0.6429, 0.6450, -4.4469], [0.4280, 1.6577, -6.1788], [2.5498, 2.6309, -6.2578], [4.0214, 2.9588, -4.4686], [3.7131, 2.5016, -2.2414], [1.9763, 2.6571, 0.7849], [2.8702, 3.2210, -0.6191], [4.3954, 2.2389, 1.0981], [4.4219, 1.1881, -0.3232], [2.6333, 0.8524, 2.1266], [4.0595, -0.1269, 1.8323], [4.9101, -1.2403, 0.4640], [5.9079, -3.2427, 0.0051], [4.9330, -5.3195, -0.4652], [2.6574, -5.8147, -0.5902], [0.8512, -4.4071, -0.4687], [-1.4350, -1.8280, 0.1511], [-0.6190, -3.2632, 0.6844], [-2.2230, -3.1889, -1.4764], [-0.9533, -4.3644, -1.2977], [0.5814, 2.7904, 2.4770], [-0.5993, 3.4087, 1.8725], [-1.5541, 2.3696, 1.3332], [-1.0079, 1.6702, 0.1498], [0.2973, 2.1542, 3.2149], [1.1605, 3.4989, 2.9120], [-0.2686, 4.0690, 1.0651], [-1.1718, 4.0331, 2.5694], [-2.4991, 2.8492, 1.0620], [-1.7853, 1.6197, 2.0919], [-0.8231, 2.3525, -0.5858], [-1.7765, 1.0960, -0.2076], [-1.0097, -0.3639, 4.3027], [-0.5231, -1.2089, 2.8242], [0.9131, -2.0627, 3.4413], [0.0226, -0.0989, 1.9313], [-1.3633, -1.1223, 4.9996], [-1.8351, 0.2973, 4.0466], [-0.1648, 0.1818, 4.7185], [0.5878, -2.7960, 4.1762], [1.6024, -1.3446, 3.8829], [1.3774, -2.5682, 2.5964], [-7.5285, -1.9915, -0.7645], [-7.3657, -1.1311, 0.4805], [-6.0271, -0.5678, 0.6255], [-4.9289, -1.1999, 1.0594], [-3.4440, -0.3495, 1.0921], [-5.0592, -2.4566, 1.4897], [-3.9972, -3.2887, 2.0370], [-3.8434, -4.5781, 1.2494], [-8.5454, -2.3745, -0.8260], [-6.8469, -2.8429, -0.7617], [-7.3323, -1.4069, -1.6622], [-7.6221, -1.6840, 1.3884], [-8.0533, -0.2867, 0.4548], [-5.8583, 0.3662, 0.2841], [-5.9760, -2.8722, 1.4518], [-4.2260, -3.5028, 3.0830], [-3.0837, -2.6910, 2.0093], [-4.7501, -5.1821, 1.2848], [-3.0369, -5.1810, 1.6661], [-3.6179, -4.3680, 0.2049]], "forces_ev_per_angstrom": [[-0.5, 0.1, 0.6], [0.0, 0.0, 0.0], [0.0, 0.0, 0.0], [0.0, 0.0, 0.0], [0.0, 0.1, -0.1], [0.0, -0.1, 0.1], [0.1, 0.1, -0.1], [0.0, 0.0, 0.0], [0.0, 0.0, 0.0], [0.0, 0.0, 0.0], [0.0, 0.0, -0.1], [-0.1, 0.1, 0.2], [0.3, 0.4, -0.2], [-0.1, 0.0, 0.0], [0.0, 0.0, 0.0], [0.0, 0.0, 0.0], [0.3, -0.2, 0.1], [-0.1, 0.0, 0.1], [0.0, -0.1, -0.1], [0.0, 0.0, 0.0], [0.0, 0.0, 0.0], [0.0, 0.0, 0.0], [0.1, 0.0, 0.0], [0.0, 0.0, 0.1], [0.0, -0.4, -0.1], [0.0, 0.0, 0.0], [0.0, -0.1, 0.0], [0.0, 0.0, 0.0], [0.0, 0.0, 0.0], [0.0, 0.0, 0.0], [0.0, 0.0, 0.0], [0.0, 0.0, 0.0], [0.0, 0.0, 0.0], [0.0, 0.0, 0.0], [0.0, 0.0, 0.0], [0.0, 0.0, 0.0], [0.0, 0.0, 0.0], [0.0, 0.0, 0.0], [0.1, -0.1, -0.2], [0.0, 0.0, 0.0], [0.0, 0.0, 0.0], [0.0, 0.0, 0.0], [0.0, 0.0, 0.0], [0.0, 0.1, 0.0], [0.0, 0.0, 0.0], [0.0, 0.0, 0.0], [0.0, 0.0, 0.0], [0.0, 0.0, 0.0], [0.0, 0.0, 0.0], [0.0, 0.0, 0.0], [0.0, 0.0, 0.0], [0.0, 0.0, 0.0], [0.0, 0.0, 0.0], [-0.1, 0.0, 0.1], [-0.1, 0.1, 0.2], [0.1, 0.1, 0.0], [-0.1, -0.4, -0.3], [0.0, 0.0, -0.1], [0.0, 0.1, 0.0], [0.0, 0.0, 0.0], [0.1, 0.0, 0.0], [0.1, 0.0, 0.0], [0.1, 0.1, -0.1], [0.0, -0.1, 0.1], [-0.1, 0.1, 0.0], [0.0, 0.0, 0.1], [-0.1, -0.3, -0.3], [0.1, 0.1, 0.0], [-0.1, 0.3, -0.2], [0.0, 0.0, 0.1], [0.0, 0.0, 0.0], [0.0, 0.0, 0.0], [0.0, 0.0, 0.0], [0.0, 0.0, 0.0], [0.0, 0.0, 0.0], [0.0, 0.0, 0.0], [0.0, 0.0, 0.1], [0.2, 0.1, -0.1], [-0.1, 0.2, 0.1], [-0.1, 0.0, 0.0], [0.0, 0.0, 0.0], [0.1, 0.0, 0.0], [0.0, 0.0, 0.0], [0.0, 0.0, 0.0], [0.0, 0.0, 0.0], [0.0, 0.0, 0.0], [0.0, 0.0, 0.0], [0.0, 0.0, 0.0], [0.0, -0.1, 0.1], [-0.1, 0.0, 0.0], [0.0, 0.0, 0.0], [-0.1, -0.1, 0.0], [0.0, 0.0, 0.0], [0.0, 0.0, 0.0], [0.0, 0.0, -0.1]]}



[2]
{"formula": "C31H53BF3N2O16PS3", "method": "ωB97M-V/def2-TZVPD", "charge": 0, "e_lumo_ev": 0.371, "homo_energy_ev": -7.77, "homo_lumo_gap_ev": 8.14, "e_tot_ev": -119369.607, "symbols": ["C", "C", "C", "C", "O", "C", "O", "O", "C", "F", "P", "C", "O", "C", "C", "C", "O", "O", "C", "C", "C", "C", "C", "N", "C", "N", "C", "O", "F", "C", "O", "F", "B", "O", "O", "C", "H", "H", "H", "H", "H", "H", "H", "H", "H", "H", "H", "H", "H", "H", "H", "H", "H", "H", "H", "H", "H", "H", "H", "H", "H", "H", "H", "H", "H", "C", "C", "C", "S", "O", "O", "C", "H", "H", "H", "H", "H", "H", "H", "H", "C", "C", "C", "S", "O", "O", "C", "H", "H", "H", "H", "H", "H", "H", "H", "C", "C", "C", "S", "O", "O", "C", "H", "H", "H", "H", "H", "H", "H", "H"], "coordinates": [[-3.2630, 1.9366, 4.9202], [-2.0853, 1.2813, 5.6711], [-1.3332, 0.2900, 4.7817], [-0.4456, 1.0003, 3.7625], [-0.1078, 0.0375, 2.7870], [0.2928, 0.5319, 1.5278], [0.9160, 1.7847, 1.5931], [1.0803, -0.4461, 0.9076], [2.3924, -0.6253, 1.3340], [2.6588, -0.1691, 2.5949], [3.4477, 0.5074, 0.1957], [3.8438, -0.3898, -1.3475], [4.9418, 0.6737, 0.9125], [2.6792, -2.1904, 1.2102], [1.9652, -2.8449, 2.4050], [2.5227, -4.2066, 2.8772], [1.3832, -5.0762, 3.0441], [2.0512, -2.4773, 0.0154], [1.6683, -3.8047, -0.2987], [0.1946, -4.0901, -0.1543], [-0.2160, -5.4098, 0.0411], [-1.5773, -5.6075, 0.2055], [-2.4899, -4.5637, 0.1755], [-2.1059, -3.3003, -0.0328], [-0.7917, -3.1140, -0.1716], [4.1587, -2.3528, 1.1493], [4.9252, -2.1313, 2.2899], [4.6043, -2.0095, 3.4164], [6.2115, -2.0106, 1.9585], [4.6876, -3.3746, 0.3459], [4.5869, -3.5106, -0.8136], [5.3419, -4.3060, 1.0579], [-1.0275, 0.7117, 0.5665], [-2.2803, 0.3388, 0.9907], [-0.7793, 1.2865, -0.6504], [-1.5089, 2.4785, -0.9454], [-3.5425, 1.4007, 4.0267], [-2.9753, 2.9421, 4.6278], [-4.1357, 2.0099, 5.5676], [-1.3816, 2.0714, 5.9410], [-2.4595, 0.7493, 6.5430], [-2.0768, -0.2433, 4.1814], [-0.7837, -0.4751, 5.3283], [0.4490, 1.3385, 4.2913], [-1.0229, 1.8441, 3.3686], [0.2714, 2.4909, 1.5056], [3.0340, -1.0041, -1.7281], [4.7797, -0.9360, -1.2289], [4.0398, 0.3827, -2.0918], [4.8193, 0.8540, 1.8538], [2.0571, -2.2244, 3.2928], [0.8952, -2.9107, 2.2413], [2.9705, -4.1128, 3.8626], [3.1897, -4.6692, 2.1519], [1.6308, -5.9787, 2.8272], [1.8769, -3.9212, -1.3678], [2.2616, -4.6005, 0.1524], [0.4922, -6.2252, 0.0893], [-1.9438, -6.6112, 0.3900], [-3.5380, -4.7902, 0.3245], [-0.4601, -2.0882, -0.3128], [-2.8151, 1.1186, 1.1975], [-2.2391, 2.2523, -1.7209], [-0.8512, 3.2444, -1.3580], [-2.0240, 2.9254, -0.0934], [1.7556, -1.9533, -6.3675], [1.1753, -0.8680, -5.4496], [0.0277, -1.5045, -4.6556], [0.4199, -3.2534, -4.5228], [-0.5670, -4.0097, -5.2488], [0.7495, -3.5649, -3.1536], [1.9229, -3.1923, -5.4931], [2.7030, -1.6465, -6.8082], [1.0572, -2.1628, -7.1807], [1.9496, -0.5197, -4.7630], [0.8278, -0.0042, -6.0137], [-0.0616, -1.0852, -3.6557], [-0.9223, -1.4179, -5.1790], [2.0277, -4.1154, -6.0583], [2.7581, -3.0782, -4.8019], [3.4727, 4.6733, -2.2475], [3.5473, 5.9940, -3.0274], [2.4798, 5.9396, -4.1291], [1.1829, 4.8582, -3.5121], [1.1324, 3.6804, -4.3414], [0.0022, 5.6349, -3.2295], [1.9921, 4.4351, -1.9714], [4.0471, 4.7147, -1.3236], [3.8732, 3.8605, -2.8572], [3.3376, 6.8262, -2.3525], [4.5373, 6.1579, -3.4505], [2.0552, 6.9184, -4.3366], [2.8688, 5.5015, -5.0461], [1.7605, 3.4043, -1.7062], [1.6183, 5.1140, -1.2052], [-7.8122, 2.8127, 0.9400], [-7.6818, 1.4790, 1.6883], [-6.2023, 1.0752, 1.6522], [-5.2695, 2.6076, 1.5436], [-4.5833, 2.6432, 0.2741], [-4.5545, 2.8246, 2.7797], [-6.6858, 3.6970, 1.4657], [-8.7861, 3.2727, 1.0989], [-7.6874, 2.6487, -0.1324], [-8.0030, 1.6096, 2.7236], [-8.3083, 0.7057, 1.2472], [-5.8997, 0.5405, 2.5495], [-5.9670, 0.4809, 0.7710], [-6.4586, 4.5430, 0.8212], [-6.8919, 4.0413, 2.4788]], "forces_ev_per_angstrom": [[0.7, 0.0, 0.8], [0.0, -0.2, -0.6], [-0.6, 0.0, -0.7], [-0.2, -0.7, 1.0], [0.8, 0.1, -0.3], [-2.2, 0.0, -0.7], [0.8, -0.3, 0.5], [0.4, 0.5, 1.0], [1.5, -0.7, -1.7], [-0.2, 0.0, 0.2], [-1.1, 1.7, -0.3], [0.7, 0.2, 0.2], [0.0, -1.0, 0.1], [-2.4, 1.6, 1.1], [1.2, -0.6, 1.1], [-1.5, -0.4, -0.2], [0.0, -0.1, -0.2], [1.0, -0.4, -0.3], [-0.4, -0.4, -1.3], [0.0, -0.7, 0.8], [-0.6, 1.0, -0.1], [-0.1, -0.9, 0.1], [0.7, 0.1, -0.2], [0.1, -0.5, 0.2], [0.3, 0.8, -0.2], [0.5, -1.1, 0.3], [0.2, 0.4, 0.4], [-0.5, 0.1, 0.2], [0.3, -0.2, -0.4], [-0.1, 0.1, -0.4], [-0.2, 0.1, -0.7], [0.3, 0.0, 0.5], [0.4, -0.7, -0.3], [0.3, 0.8, 0.5], [0.2, 0.7, 0.7], [-0.4, 0.0, -1.0], [0.1, -0.3, 0.0], [-0.2, 0.1, -0.2], [-0.1, 0.1, -0.1], [-0.1, -0.1, 0.6], [0.2, 0.2, 0.2], [0.0, -0.2, 0.1], [0.2, 0.2, 0.1], [0.1, 0.4, -0.3], [0.2, 0.1, -0.2], [0.0, 0.0, -0.1], [0.0, -0.2, 0.3], [-0.2, -0.4, -0.1], [0.0, 0.1, 0.0], [0.0, 0.2, 0.0], [0.1, 0.4, -0.3], [0.0, -0.1, -0.5], [0.5, 0.1, -0.2], [0.3, 0.1, 0.2], [0.0, 0.0, 0.1], [0.1, 0.2, 0.2], [0.0, 0.2, 0.6], [0.0, -0.1, 0.0], [0.0, 0.0, 0.0], [-0.1, 0.3, 0.0], [-0.1, 0.0, 0.0], [-0.4, -0.2, -0.3], [-0.2, 0.1, 0.1], [0.3, -0.2, 0.1], [-0.1, -0.2, 0.1], [-0.1, 0.1, 0.1], [0.1, -0.1, 0.0], [0.1, 0.4, 0.0], [0.2, 0.3, -0.1], [0.0, -0.1, 0.1], [-0.2, -0.2, -0.1], [0.2, 0.1, -0.2], [0.0, 0.0, 0.0], [0.0, 0.0, 0.0], [0.0, 0.0, 0.0], [0.0, 0.0, 0.0], [-0.1, -0.1, 0.0], [0.0, -0.1, 0.0], [-0.1, -0.1, 0.1], [0.0, 0.0, 0.1], [0.0, 0.1, -0.1], [0.0, -0.1, 0.1], [0.3, 0.2, 0.0], [0.2, 0.1, 0.3], [-0.2, 0.0, -0.1], [-0.2, -0.2, -0.2], [0.2, -0.1, 0.1], [0.0, 0.0, 0.0], [0.0, 0.0, 0.0], [0.0, 0.0, 0.0], [0.0, 0.0, 0.0], [-0.1, -0.1, -0.1], [-0.1, -0.1, 0.0], [-0.1, 0.0, -0.1], [-0.1, 0.0, 0.0], [0.1, -0.1, 0.0], [0.0, 0.1, 0.0], [-0.3, -0.2, 0.0], [-0.6, 0.0, 0.3], [0.3, 0.0, 0.1], [-0.1, 0.3, -0.8], [-0.3, 0.1, -0.1], [0.0, 0.0, 0.0], [0.0, 0.0, 0.0], [0.0, 0.0, 0.0], [0.0, 0.0, 0.0], [0.2, 0.0, 0.0], [0.1, 0.1, 0.0], [0.2, 0.0, 0.0], [0.1, 0.0, 0.0]]}